1.
This record from the Open Molecules 2025 dataset describes C19H19NRhSe3 as an isolated structure. The level of theory is wB97M-V/def2-TZVPD.

Each line ends with the Löwdin charge.
Geometry (Å):
1 Rh 0.86 -0.31 1.05  0.314
2 C -2.58 -0.70 0.69  -0.347
3 Se -1.05 -1.60 -0.10  0.936
4 C -1.01 -0.66 -1.81  -0.520
5 C -0.49 0.77 -1.74  -0.504
6 Se 1.40 0.78 -1.21  0.945
7 C 1.55 2.64 -0.72  -0.343
8 H -3.45 -0.94 0.09  0.037
9 H -2.39 0.37 0.75  0.019
10 H -2.69 -1.09 1.70  0.036
11 H -2.04 -0.68 -2.18  0.080
12 H -0.40 -1.27 -2.47  0.066
13 H -1.04 1.37 -1.02  0.069
14 H -0.55 1.23 -2.73  0.082
15 H 1.38 3.25 -1.60  0.039
16 H 2.56 2.79 -0.35  0.036
17 H 0.83 2.86 0.07  0.015
18 Se 2.50 -1.88 2.06  0.906
19 C 3.08 -3.08 0.76  -0.639
20 C 2.65 -3.01 -0.57  -0.130
21 C 3.11 -3.94 -1.48  -0.058
22 C 3.99 -4.94 -1.08  -0.042
23 C 4.42 -5.01 0.24  -0.054
24 C 3.96 -4.09 1.17  -0.117
25 H 1.97 -2.23 -0.87  0.039
26 H 2.78 -3.89 -2.52  0.115
27 H 4.34 -5.66 -1.80  0.117
28 H 5.10 -5.79 0.55  0.118
29 H 4.29 -4.14 2.20  0.104
30 N -3.31 6.70 6.82  0.175
31 C -2.81 5.89 6.17  -0.172
32 C -2.18 4.89 5.35  -0.218
33 C -1.05 5.20 4.61  -0.011
34 C -0.46 4.24 3.82  -0.016
35 C -0.99 2.95 3.76  -0.251
36 C -2.13 2.64 4.52  -0.015
37 C -2.72 3.60 5.31  -0.011
38 C -0.40 1.95 2.93  -0.106
39 C 0.09 1.09 2.22  -0.185
40 H -0.64 6.20 4.65  0.126
41 H 0.42 4.48 3.24  0.119
42 H -2.53 1.64 4.48  0.119
43 H -3.60 3.37 5.90  0.126

## Properties
Charge: +1
Gap between HOMO and LUMO (spin up / spin down) in eV: 8.69 / 5.47
Spin multiplicity: 5



2.
This record from the Open Molecules 2025 dataset describes an isolated molecule of C19H20BrN3O5S at a distorted geometry. The level of theory is wB97M-V/def2-TZVPD.

Each line ends with the Löwdin charge.
Geometry (Å):
1 O 0.01 -2.04 -2.18  0.060
2 C 1.13 -1.79 -1.78  -0.452
3 N 1.62 -2.18 -0.57  0.125
4 C 0.99 -2.90 0.45  -0.219
5 C -0.32 -3.33 0.37  -0.011
6 C -0.92 -4.05 1.40  0.020
7 C -0.16 -4.31 2.51  -0.207
8 C 1.17 -3.88 2.60  -0.203
9 C 1.77 -3.18 1.59  0.065
10 H 2.79 -2.85 1.67  0.124
11 O 1.69 -4.27 3.80  0.038
12 C 0.66 -4.97 4.47  -0.157
13 O -0.49 -4.99 3.66  0.035
14 H 0.44 -4.47 5.42  0.140
15 H 0.99 -6.01 4.67  0.140
16 H -1.94 -4.38 1.33  0.121
17 H -0.89 -3.11 -0.52  0.099
18 H 2.58 -1.93 -0.37  0.134
19 C 2.14 -0.98 -2.60  -0.097
20 N 1.97 0.46 -2.57  -0.155
21 C 1.97 1.09 -1.26  -0.151
22 C 0.59 1.11 -0.59  -0.161
23 N -0.41 1.67 -1.48  -0.225
24 S -0.47 3.34 -1.47  0.677
25 O -1.15 3.77 -2.66  -0.273
26 O 0.81 3.93 -1.17  -0.287
27 C -1.55 3.59 -0.07  -0.268
28 C -1.09 4.26 1.05  -0.050
29 C -1.94 4.45 2.13  -0.112
30 C -3.24 3.96 2.06  -0.678
31 C -3.70 3.29 0.93  -0.109
32 C -2.84 3.10 -0.14  -0.047
33 H -3.16 2.60 -1.03  0.121
34 H -4.71 2.92 0.90  0.104
35 Br -4.41 4.21 3.53  0.743
36 H -1.61 4.97 3.01  0.104
37 H -0.08 4.64 1.06  0.115
38 C -0.45 1.02 -2.78  -0.165
39 C 0.94 1.03 -3.42  -0.143
40 H 0.93 0.49 -4.37  0.127
41 H 1.23 2.07 -3.61  0.127
42 H -1.15 1.59 -3.39  0.114
43 H -0.81 0.00 -2.64  0.112
44 H 0.62 1.74 0.30  0.121
45 H 0.26 0.11 -0.31  0.119
46 H 2.70 0.59 -0.62  0.121
47 H 2.29 2.13 -1.40  0.112
48 H 3.16 -1.20 -2.27  0.121
49 H 2.05 -1.29 -3.65  0.131

## Properties
Charge: 0
Gap between HOMO and LUMO in eV: 8.53
Spin multiplicity: 1
Structure (SMILES): O=C(CN1CCN(S(=O)(=O)c2ccc(Br)cc2)CC1)Nc1ccc2c(c1)OCO2



3.
This record from the Open Molecules 2025 dataset describes an isolated molecule of C19H20ClN3O2 at a distorted geometry. The level of theory is wB97M-V/def2-TZVPD.

Each line ends with the Löwdin charge.
Geometry (Å):
1 C 2.83 1.64 -0.49  -0.002
2 C 3.06 0.56 0.53  -0.331
3 N 2.31 0.27 1.51  0.115
4 N 1.16 0.95 1.74  0.056
5 C 0.29 0.56 2.71  -0.464
6 O 0.45 -0.36 3.48  0.075
7 C -0.99 1.42 2.68  -0.067
8 N -1.81 1.10 1.53  0.096
9 C -1.56 1.59 0.30  -0.472
10 O -0.64 2.36 0.07  0.033
11 C -2.50 1.11 -0.80  -0.047
12 C -3.82 0.60 -0.30  -0.257
13 C -4.04 -0.76 -0.12  -0.042
14 C -5.25 -1.23 0.37  -0.097
15 C -6.25 -0.32 0.68  -0.675
16 C -6.05 1.04 0.50  -0.095
17 C -4.84 1.49 0.02  -0.027
18 H -4.68 2.55 -0.12  0.123
19 H -6.84 1.73 0.74  0.107
20 Cl -7.76 -0.90 1.28  0.677
21 H -5.41 -2.28 0.50  0.107
22 H -3.26 -1.47 -0.36  0.121
23 H -1.96 0.32 -1.34  0.133
24 H -2.64 1.95 -1.49  0.131
25 H -2.52 0.40 1.64  0.138
26 H -1.56 1.23 3.59  0.130
27 H -0.71 2.48 2.63  0.129
28 H 0.87 1.71 1.12  0.102
29 C 4.29 -0.28 0.36  -0.105
30 C 4.08 -1.23 -0.79  -0.238
31 C 4.79 -1.11 -1.97  -0.053
32 C 4.56 -1.98 -3.02  -0.088
33 C 3.61 -2.98 -2.90  -0.098
34 C 2.89 -3.10 -1.72  -0.083
35 C 3.12 -2.23 -0.67  -0.037
36 H 2.56 -2.32 0.25  0.115
37 H 2.15 -3.88 -1.62  0.101
38 H 3.43 -3.66 -3.72  0.099
39 H 5.13 -1.88 -3.94  0.100
40 H 5.54 -0.34 -2.07  0.110
41 H 4.45 -0.84 1.28  0.124
42 H 5.15 0.36 0.17  0.119
43 H 3.36 1.40 -1.41  0.077
44 H 1.77 1.77 -0.73  0.066
45 H 3.20 2.59 -0.11  0.094

## Properties
Charge: 0
Gap between HOMO and LUMO in eV: 9.32
Spin multiplicity: 1
Structure (SMILES): C/C(Cc1ccccc1)=N\NC(=O)CNC(=O)Cc1ccc(Cl)cc1



4.
This record from the Open Molecules 2025 dataset describes C19H20ClNO2S as an isolated structure at a distorted geometry. The level of theory is wB97M-V/def2-TZVPD.

Each line ends with the Löwdin charge.
Geometry (Å):
1 C -3.49 0.19 1.72  -0.089
2 C -2.28 0.65 2.46  -0.220
3 C -1.03 0.39 1.73  -0.140
4 C -0.11 1.45 1.46  -0.210
5 C -0.58 2.86 1.60  -0.050
6 C 1.21 1.18 1.11  -0.010
7 C 1.63 -0.14 0.90  -0.265
8 C 3.05 -0.41 0.49  -0.063
9 C 0.71 -1.20 1.05  -0.002
10 C -0.62 -0.95 1.42  -0.187
11 C -1.54 -2.12 1.62  -0.058
12 H -4.34 0.72 2.17  0.052
13 H -3.56 0.50 0.63  0.128
14 H -3.61 -0.92 1.85  0.072
15 H -2.35 1.70 2.93  0.087
16 H 0.20 3.54 1.25  0.076
17 H -1.47 3.05 0.99  0.095
18 H -0.83 3.15 2.63  0.080
19 H 1.93 2.01 1.06  0.123
20 H 3.24 -1.49 0.39  0.076
21 H 3.29 0.07 -0.47  0.087
22 H 3.73 -0.01 1.27  0.085
23 H 1.01 -2.26 0.93  0.121
24 H -0.98 -3.06 1.53  0.074
25 H -1.97 -2.15 2.62  0.072
26 H -2.33 -2.21 0.85  0.091
27 N -5.14 1.02 11.82  0.163
28 C -4.96 0.98 10.66  -0.164
29 C -4.76 0.90 9.24  -0.226
30 C -4.83 -0.32 8.58  -0.010
31 C -4.69 -0.38 7.21  -0.041
32 C -4.39 0.78 6.49  -0.276
33 S -4.10 0.69 4.72  0.625
34 C -2.35 0.69 4.39  -0.659
35 Cl -1.61 -0.66 5.24  0.631
36 O -4.60 -0.59 4.27  -0.315
37 O -4.60 1.92 4.14  -0.311
38 C -4.29 2.01 7.15  -0.035
39 C -4.44 2.06 8.53  -0.010
40 H -5.05 -1.21 9.15  0.127
41 H -4.85 -1.30 6.68  0.119
42 H -1.90 1.68 4.75  0.103
43 H -4.16 2.93 6.58  0.124
44 H -4.34 3.02 9.05  0.130

## Properties
Charge: 0
Gap between HOMO and LUMO in eV: 7.86
Spin multiplicity: 1